C48H59AsN6OS2Ta | the ωB97M-V functional and the def2-TZVPD basis

orbital gap	0.2493	hartree
calculated total energy	-5357.400065	hartree
total charge	+1
energy relative to the best compared isomer or geometry (same formula, charge and spin)	0.4180	eV

Each line ends with the Mulliken charge.
Atoms and positions in Å:
Ta: -0.64597 0.81228 -1.09805  -0.75
C: -3.31985 -1.62013 3.25281  -0.37
C: -4.33197 -0.72177 2.56262  -1.00
N: -3.84675 0.65148 2.37560  0.29
C: -4.22382 1.64142 3.40150  -0.75
C: -3.11446 1.95677 4.39088  -0.96
C: -3.07339 1.00337 1.34997  0.42
S: -2.71073 -0.21524 0.16538  -0.02
N: -2.76323 2.32189 1.32750  0.02
C: -1.84489 2.97504 0.68787  -0.17
O: -0.94558 2.49996 -0.13375  -0.26
C: -1.76545 4.43701 0.89750  0.21
C: -2.62681 5.07623 1.78892  -0.02
C: -2.53869 6.44354 1.97657  -0.88
C: -1.58875 7.18138 1.28061  -0.39
C: -0.72597 6.54983 0.39573  -0.83
C: -0.81145 5.18094 0.20338  -0.32
H: -3.71238 -2.63602 3.31265  0.48
H: -3.10876 -1.27567 4.26504  0.29
H: -2.38486 -1.64332 2.69588  -0.25
H: -5.24907 -0.65077 3.14472  0.59
H: -4.59597 -1.13124 1.58899  0.15
H: -5.08517 1.22833 3.92292  0.49
H: -4.54320 2.54807 2.89192  0.40
H: -2.77388 1.05784 4.90439  0.29
H: -3.48732 2.65763 5.13872  0.46
H: -2.26434 2.41308 3.88516  0.14
H: -3.35631 4.49006 2.32948  0.38
H: -3.20763 6.93766 2.66844  0.45
H: -1.51928 8.25071 1.43126  0.41
H: 0.01447 7.12419 -0.14450  0.46
H: -0.14143 4.68339 -0.48372  0.51
C: 2.15464 -6.77824 -2.70368  -1.65
C: 2.10817 -5.34898 -2.23919  0.34
C: 3.26106 -4.58916 -2.10725  -0.99
C: 3.22555 -3.27818 -1.65259  -0.05
C: 4.52418 -2.51049 -1.58564  -1.77
C: 1.99822 -2.69623 -1.27839  0.73
As: 2.23305 -0.82604 -0.69504  2.06
N: 0.53979 -0.31321 0.04330  0.25
C: 0.31273 -0.61802 1.41575  2.11
C: 0.34781 -1.93121 1.88416  -0.25
C: 0.26559 -2.20398 3.23884  -0.91
C: 0.14055 -1.17066 4.15928  -1.26
C: 0.07987 0.13619 3.70258  -1.14
C: 0.15889 0.41164 2.34358  -0.17
C: 3.22992 -0.85863 1.00743  0.14
C: 3.62463 0.43644 1.39821  -0.03
C: 3.33815 1.67020 0.57211  -1.63
C: 4.30833 0.61906 2.59498  -1.08
C: 4.63606 -0.44613 3.41748  0.49
C: 5.37887 -0.24249 4.70895  -1.68
C: 4.26455 -1.71772 3.00671  -1.07
C: 3.57325 -1.95241 1.82274  1.67
C: 3.26514 -3.39476 1.50848  -1.66
C: 0.81454 -3.41552 -1.50675  0.74
C: -0.58862 -2.86610 -1.36631  -0.87
C: 0.89911 -4.73005 -1.96068  -0.76
H: 3.16231 -7.06408 -3.00112  0.37
H: 1.49070 -6.93473 -3.55487  0.37
H: 1.83382 -7.45474 -1.90971  0.32
H: 4.21894 -5.02553 -2.36928  0.33
H: 5.34907 -3.13259 -1.92854  0.49
H: 4.75928 -2.16976 -0.57506  0.33
H: 4.48861 -1.62442 -2.22590  0.28
H: 0.50019 -2.73724 1.17978  -0.18
H: 0.32188 -3.23046 3.57990  0.46
H: 0.09983 -1.38376 5.21950  0.45
H: 0.00529 0.95450 4.40781  0.60
H: 0.17994 1.44016 2.00085  0.36
H: 3.63227 1.54178 -0.47066  0.36
H: 3.88206 2.52416 0.97375  0.50
H: 2.27417 1.92005 0.57820  0.02
H: 4.59989 1.62322 2.88350  0.34
H: 5.54340 0.81534 4.90877  0.36
H: 6.35155 -0.73629 4.67854  0.35
H: 4.82454 -0.66697 5.54754  0.35
H: 4.51670 -2.56667 3.63430  0.49
H: 3.23494 -3.97356 2.43143  0.50
H: 4.04088 -3.83358 0.87601  0.37
H: 2.32283 -3.52769 0.98786  0.20
H: -0.65476 -1.82373 -1.68025  -0.51
H: -0.97154 -2.91127 -0.34491  0.49
H: -1.26255 -3.44378 -1.99895  0.64
H: -0.02227 -5.28041 -2.12593  0.46
C: -3.81281 -1.51315 -3.00120  -0.87
N: -4.50928 -0.33704 -2.53519  0.21
C: -5.85498 -0.43399 -1.97132  -0.47
C: -6.16854 1.01424 -1.54607  -0.49
N: -4.93341 1.70375 -1.90540  0.02
C: -4.01991 0.88947 -2.43104  0.21
S: -2.46983 1.41148 -2.93356  -0.47
H: -4.44934 -2.06158 -3.69602  0.38
H: -3.56174 -2.16351 -2.15969  0.35
H: -2.90303 -1.21527 -3.51532  0.10
H: -5.85213 -1.12270 -1.12465  0.25
H: -6.54731 -0.81199 -2.72362  0.39
H: -6.35355 1.09309 -0.47540  0.21
H: -7.02158 1.42938 -2.07998  0.39
H: -4.74365 2.67822 -1.75123  0.23
C: 0.66518 -0.90422 -4.41322  -1.19
C: 1.47713 0.35790 -4.48222  0.94
C: 2.37361 0.58122 -5.51830  -1.07
C: 3.10430 1.75705 -5.58766  -0.87
C: 2.93500 2.73632 -4.62020  -1.09
C: 2.04510 2.55326 -3.57269  0.76
C: 1.82643 3.60863 -2.52678  -0.85
C: 1.32668 1.35019 -3.50354  0.29
N: 0.47224 1.15448 -2.43029  0.69
H: 1.04705 -1.65197 -5.10737  0.43
H: -0.38079 -0.70570 -4.66394  0.24
H: 0.69533 -1.33506 -3.41094  0.26
H: 2.50177 -0.17993 -6.27877  0.45
H: 3.80253 1.91337 -6.39937  0.40
H: 3.49990 3.65889 -4.67999  0.43
H: 2.43370 4.48940 -2.73075  0.48
H: 2.07715 3.23550 -1.53029  0.01
H: 0.77567 3.90902 -2.50200  0.16


C48H60F36O24 | the ωB97M-V functional and the def2-TZVPD basis

orbital gap	0.4130	hartree
calculated total energy	-7265.927984	hartree
total charge	0
energy relative to the best compared isomer or geometry (same formula, charge and spin)	1.4093	eV

Each line ends with the Mulliken charge.
Atoms and positions in Å:
C: 11.12697 6.59328 -9.34165  -1.00
C: 9.91238 5.71082 -9.92425  -0.28
O: 8.60523 6.09580 -9.52119  -0.30
C: 8.13400 5.82109 -8.23718  0.40
O: 8.72712 5.05981 -7.45151  -0.53
C: 6.80999 6.48135 -7.89094  0.82
F: 7.00616 7.54577 -7.12813  -0.24
F: 6.22013 6.96404 -8.95997  -0.23
F: 5.95873 5.64386 -7.23740  -0.24
H: 11.04397 7.64696 -9.60804  0.29
H: 12.08392 6.27962 -9.75875  0.35
H: 11.08215 6.45729 -8.26109  0.30
H: 10.00147 4.65677 -9.66132  0.34
H: 9.91118 5.72616 -11.01414  0.31
C: 11.42468 2.44087 0.53207  -1.04
C: 10.40612 2.89396 -0.48283  -0.25
O: 10.50431 4.28140 -0.89662  -0.29
C: 9.83732 5.24635 -0.12585  0.35
O: 9.17574 5.00489 0.88322  -0.50
C: 10.09215 6.66123 -0.61424  0.84
F: 10.42467 6.82011 -1.91566  -0.22
F: 8.98472 7.43424 -0.42074  -0.24
F: 11.05246 7.19761 0.15718  -0.24
H: 12.42271 2.43110 0.09396  0.31
H: 11.18021 1.42093 0.82883  0.33
H: 11.58447 3.10965 1.37783  0.31
H: 9.41383 2.78252 -0.04575  0.31
H: 10.37735 2.30744 -1.40113  0.34
C: -12.46168 -3.25287 6.81145  -1.06
C: -11.40738 -3.25822 7.93760  -0.28
O: -10.23192 -3.95940 7.52319  -0.30
C: -9.18285 -3.29125 7.05543  0.40
O: -9.01278 -2.06788 7.08324  -0.55
C: -8.11039 -4.20714 6.43297  0.90
F: -6.94939 -3.58353 6.54494  -0.24
F: -8.01885 -5.40318 6.95490  -0.24
F: -8.42538 -4.38841 5.16172  -0.25
H: -12.52395 -4.24463 6.36354  0.31
H: -12.39024 -2.45067 6.07696  0.29
H: -13.44273 -3.07539 7.25205  0.37
H: -11.68784 -3.73777 8.87541  0.33
H: -11.13250 -2.23737 8.20296  0.31
C: 0.73924 0.07957 -10.32344  -1.10
C: 0.89657 -1.01709 -9.35563  -0.27
O: 1.79055 -2.03067 -9.69272  -0.31
C: 1.38369 -3.23073 -10.19919  0.48
O: 0.18703 -3.57124 -10.22770  -0.53
C: 2.49260 -4.23429 -10.70240  0.76
F: 2.75274 -5.14151 -9.75125  -0.22
F: 2.15395 -4.83317 -11.85600  -0.22
F: 3.63009 -3.50858 -10.94694  -0.24
H: 0.00793 -0.31052 -11.03133  0.29
H: 1.60185 0.34340 -10.93533  0.31
H: 0.19048 0.89903 -9.85926  0.36
H: -0.02680 -1.44639 -8.96681  0.37
H: 1.30118 -0.65783 -8.40941  0.33
C: 8.11826 -3.88672 4.87908  -1.17
C: 6.99880 -2.91492 4.70342  -0.17
O: 5.81987 -3.62822 4.66701  -0.28
C: 4.80907 -3.52661 5.56336  0.40
O: 4.86563 -2.80573 6.53050  -0.51
C: 3.61797 -4.49591 5.45948  0.81
F: 3.67673 -5.04697 4.21099  -0.24
F: 3.72814 -5.46939 6.40425  -0.23
F: 2.42089 -3.89164 5.56034  -0.22
H: 8.26074 -4.28446 5.88387  0.31
H: 9.09499 -3.49783 4.59122  0.36
H: 7.83487 -4.77278 4.31102  0.32
H: 7.08299 -2.32269 3.79222  0.32
H: 7.05999 -2.17723 5.50353  0.30
C: 1.05692 15.26882 3.49329  -1.02
C: 1.43642 14.60142 4.84557  -0.20
O: 2.24106 13.44669 4.57772  -0.31
C: 1.70428 12.30992 4.09300  0.39
O: 0.62586 12.27957 3.51827  -0.49
C: 2.61440 11.05240 4.12787  0.82
F: 3.95378 11.35916 4.13242  -0.23
F: 2.27717 10.30254 5.19111  -0.25
F: 2.30961 10.27933 3.10774  -0.23
H: 0.22761 14.69720 3.07666  0.29
H: 1.83190 15.25651 2.72690  0.31
H: 0.71027 16.29375 3.62548  0.35
H: 0.61490 14.27132 5.48136  0.30
H: 2.13114 15.23111 5.40141  0.25
C: 2.15019 1.82249 -0.58275  -1.25
C: 1.08898 1.18607 -1.48130  -0.12
O: 0.09287 0.58700 -0.71971  -0.17
C: -0.91203 -0.02033 -1.24697  0.38
O: -1.16603 -0.11035 -2.48444  -0.58
C: -1.88938 -0.71962 -0.23818  0.84
F: -2.99696 -0.02781 -0.05636  -0.23
F: -2.14565 -1.94073 -0.71912  -0.23
F: -1.29852 -0.81724 0.98401  -0.24
H: 2.88517 2.18328 -1.30228  0.37
H: 2.70700 1.20012 0.11777  0.35
H: 1.75129 2.60637 0.06107  0.32
H: 1.63397 0.44327 -2.06382  0.28
H: 0.70613 2.04899 -2.02618  0.28
C: 10.21963 -7.54732 -1.60568  -1.13
C: 9.63216 -6.12730 -1.83688  -0.26
O: 8.32269 -6.17146 -2.20916  -0.22
C: 7.54006 -5.02302 -2.13113  0.36
O: 7.84828 -3.94947 -1.61256  -0.54
C: 6.22101 -5.14418 -2.88448  0.86
F: 6.17835 -4.33758 -3.94925  -0.23
F: 6.00881 -6.40914 -3.18429  -0.23
F: 5.24789 -4.82087 -2.04064  -0.25
H: 11.06174 -7.49289 -0.91577  0.35
H: 10.36347 -8.10869 -2.52886  0.31
H: 9.49942 -8.16122 -1.06481  0.33
H: 10.20983 -5.63043 -2.61632  0.29
H: 9.70360 -5.45137 -0.98476  0.34
C: -4.16734 6.53476 2.26667  -1.14
C: -4.39991 4.99994 2.59652  -0.26
O: -3.29747 4.48931 3.20532  -0.26
C: -3.25390 3.91404 4.43105  0.38
O: -4.20377 3.81038 5.21616  -0.54
C: -1.79463 3.54690 4.79593  0.86
F: -1.61419 3.87911 6.10394  -0.23
F: -1.61251 2.24628 4.62745  -0.22
F: -0.97430 4.21533 3.96027  -0.22
H: -4.92799 7.00561 1.64392  0.38
H: -3.27621 6.58589 1.64108  0.30
H: -4.07577 7.10889 3.18868  0.30
H: -4.63704 4.41720 1.70641  0.32
H: -5.28207 4.98266 3.23651  0.33
C: -16.37055 4.75796 3.91847  -1.16
C: -14.94551 4.56369 4.49865  -0.23
O: -14.39336 3.62461 3.65994  -0.20
C: -13.05644 3.47754 3.68856  0.34
O: -12.30615 4.06690 4.43953  -0.51
C: -12.39539 2.58852 2.59916  0.85
F: -11.80237 3.33519 1.66957  -0.25
F: -11.43611 1.79614 3.07896  -0.23
F: -13.29024 1.80296 2.01339  -0.24
H: -16.34615 5.20635 2.92526  0.31
H: -16.91714 5.48587 4.51803  0.39
H: -16.99039 3.86135 3.91909  0.31
H: -14.95964 4.15714 5.50989  0.29
H: -14.46496 5.53795 4.58817  0.33
C: -7.02809 -5.05760 -4.20323  -1.16
C: -6.30943 -5.27444 -5.51395  -0.22
O: -5.02369 -5.63950 -5.39890  -0.27
C: -4.60362 -6.80940 -4.84993  0.38
O: -5.33337 -7.74662 -4.49302  -0.53
C: -3.04424 -6.80018 -4.70658  0.84
F: -2.50241 -5.61275 -4.90456  -0.23
F: -2.66104 -7.29714 -3.56194  -0.24
F: -2.47833 -7.60872 -5.62356  -0.26
H: -7.17994 -5.90648 -3.53655  0.33
H: -7.99236 -4.56712 -4.33627  0.40
H: -6.66930 -4.19529 -3.64129  0.32
H: -6.50137 -4.42516 -6.16969  0.35
H: -6.78687 -6.04800 -6.11540  0.31
C: -3.09302 -9.90327 3.35260  -0.90
C: -3.92509 -10.85489 2.46006  -0.28
O: -3.74634 -12.22678 2.86811  -0.29
C: -4.54915 -12.71872 3.84704  0.41
O: -5.52938 -12.09702 4.28541  -0.53
C: -4.14870 -14.08347 4.39423  0.80
F: -3.09823 -14.64462 3.72484  -0.25
F: -3.71598 -14.01888 5.64731  -0.24
F: -5.12876 -14.99393 4.29627  -0.23
H: -3.06373 -10.34518 4.34857  0.29
H: -3.47791 -8.88486 3.40555  0.30
H: -2.10939 -9.79560 2.89547  0.28
H: -3.56279 -10.78975 1.43410  0.32
H: -4.96087 -10.54621 2.31866  0.32


Question: Which formula does entry 1 have?
Answer: C48H59AsN6OS2Ta


Question: Among the records above, which one has the lowest calculated total energy?
Answer: C48H60F36O24